No. 1
DFT (wB97M-V/def2-TZVPD) results for a molecular structure, C39H39BN8O3Pt at a distorted geometry.

Expectation value of S² = 6.03
Max |F| = 2.215 eV Å⁻¹
HOMO energy (alpha / beta) = -12.78 / -12.70 eV
E_LUMO (alpha / beta) = -5.58 / -8.37 eV
Spin multiplicity = 5
Energy relative to the best compared isomer or geometry (same formula, charge and spin) = 207.1 kJ/mol
Energy = -2316.8676 hartree
Charge = +2

```
91
Properties=species:S:1:pos:R:3:lowdin_spin:R:1
C 1.9451 3.8366 1.1143 0.008
C -0.0624 0.9941 -4.5681 0.006
C 1.4604 5.9739 -3.2792 0.000
H 1.3962 7.0910 -1.0116 0.000
C -3.3291 2.5431 -0.6762 0.025
C -4.7274 2.3961 -0.5831 0.003
H 1.6204 5.5715 -4.2765 0.000
H 2.0552 -6.1866 -4.8933 0.000
H -2.5422 0.9238 2.2327 0.001
H -3.3499 3.0580 -2.7399 0.001
H -2.4138 4.4399 0.6936 0.000
H 0.5393 7.4691 1.2479 0.000
N -0.0126 -0.3989 2.2037 0.146
H 1.1225 3.1561 -0.8502 0.000
N 1.5545 1.7199 0.6032 0.178
B 2.2994 0.4938 2.6745 0.000
H 5.0838 -2.8229 0.8445 0.001
C -5.3224 1.8179 0.5097 0.024
C 0.0859 6.7079 0.6313 0.002
C 4.2864 -2.1209 0.9699 0.005
C 0.6346 -0.6505 4.2715 0.010
C 2.2656 -4.2476 -4.0080 0.002
C 2.2909 3.0243 2.1792 0.009
C -0.9484 -1.1136 2.8249 0.014
H -3.8399 -4.1219 1.8399 0.000
Pt 0.2808 0.0186 0.0246 1.877
H 2.3803 5.8789 -2.6981 0.000
C -1.5705 4.9962 0.3231 0.002
H -1.1436 0.8762 -4.5573 0.000
C -0.8813 -4.2375 0.2119 0.008
H 1.2699 -0.5304 5.1243 0.001
C 0.4406 -5.7437 -3.5554 0.003
C -2.4834 1.9203 0.3412 0.006
C 0.0723 -2.6193 -1.4638 0.108
H -6.3966 1.7809 0.5814 0.001
H 2.9132 -2.4694 -0.7449 0.000
C 0.5486 -3.6143 -2.4385 0.035
C -0.9806 5.9609 1.1153 0.000
H -1.8588 -5.5701 1.5634 0.001
C 1.6274 -5.4623 -4.2166 -0.006
H 2.7018 3.2706 3.1362 0.001
C -2.8050 3.1983 -1.8110 0.006
H -5.0031 0.8935 2.4269 -0.001
H -1.1225 -1.8356 4.9053 0.001
H -5.3406 2.8302 -1.3605 0.000
N 2.0300 1.7567 1.8452 0.013
H -2.1052 -1.2307 -0.8025 0.005
O -0.2732 1.0326 -2.2123 0.093
C 1.9669 1.1307 -3.0399 0.003
C -3.0866 -2.5750 0.5669 0.004
H -0.0178 -4.8732 0.0857 0.000
C 1.4788 2.9610 0.1396 0.016
C -3.0258 -3.8047 1.2063 0.008
H -1.4352 4.2128 -2.8510 0.000
H 2.2059 -2.3705 -2.9646 0.006
H -3.9436 -1.9293 0.7026 0.000
H 2.2808 2.1580 -3.2289 0.000
C -0.9691 -3.0297 -0.4724 0.080
C -4.5273 1.3057 1.5501 -0.004
O -1.2320 1.8609 0.2237 0.180
C -0.1043 -4.8253 -2.6741 -0.001
C 3.1722 -1.9481 0.1518 0.011
N 2.9716 -0.5366 1.7657 0.011
H 3.1846 -4.0206 -4.5277 0.001
H 2.0200 4.9019 1.0660 0.001
O 0.4101 5.2092 -2.7090 0.001
N 0.9506 -0.1200 3.0857 0.009
N 2.3971 -0.9937 0.6513 0.187
C -1.9167 -4.6236 1.0459 0.015
H 2.4557 0.5013 -3.7785 0.000
C 1.7301 -3.3267 -3.1320 0.006
N -1.7544 3.9838 -1.9101 0.011
C -2.0464 -2.1698 -0.2564 0.028
C -0.5806 -1.3014 4.1527 0.009
H -1.8221 -1.4603 2.3075 0.000
H 4.7442 -0.9649 2.8167 0.001
H 0.2062 1.8935 -5.1193 0.000
C 4.1168 -1.1985 1.9820 0.000
H -0.0609 -6.6839 -3.7281 0.000
H 0.3840 0.1521 -5.0937 0.001
C -0.0006 5.5211 -1.4537 0.002
N 0.4957 -1.4437 -1.4193 0.786
C -1.1034 4.7724 -0.9690 0.000
H 1.1831 7.0273 -3.3597 0.000
H -1.3678 6.1549 2.1020 0.000
H 2.2679 0.8468 -2.0294 0.000
C 0.5773 6.4916 -0.6453 0.000
C 0.4789 1.0489 -3.1706 0.011
C -3.1673 1.3342 1.4545 0.024
H -1.0411 -5.0483 -2.1845 0.000
H 2.9640 0.7392 3.6126 0.000
```

=====

No. 2
DFT (wB97M-V/def2-TZVPD) results for 8 unconnected molecules or ions with the total composition C48H76BBr2NO20 at a distorted geometry.

Max |F| = 1.301 eV Å⁻¹
HOMO energy = -8.17 eV
E_LUMO = 0.41 eV
Spin multiplicity = 1
Energy relative to the best compared isomer or geometry (same formula, charge and spin) = 47.0 kJ/mol
SMILES = C=C[C@@]1(N(C)C(C)=O)OC(=O)[C@@](C[C@H](C)Br)(B(O)OC)[C@]1(CCCOC)[C@H](Br)CC.O=C1CCCO1.O=C1CCCO1.O=C1CCCO1.O=C1CCCO1.O=C1CCCO1.O=C1CCCO1.O=C1CCCO1
Energy = -8607.1154 hartree

```
148
Properties=species:S:1:pos:R:3:lowdin_charge:R:1
H -4.3544 1.9458 -5.4555 0.128
H -1.0336 -1.3619 3.8077 0.092
C 4.1709 -1.4035 -0.5226 -0.253
C 1.9878 3.2582 2.0823 -0.043
C 4.6975 3.4456 1.5469 -0.056
H 3.9841 0.5419 -1.4212 0.072
H -10.7414 -8.2063 -1.6950 0.127
C 7.6055 0.3701 3.3305 -0.030
C -4.4724 -5.9304 -1.2726 -0.060
H -5.8700 2.4539 -4.6947 0.131
H 1.1962 0.5582 1.9968 0.060
C 6.5286 0.4054 -0.9307 -0.152
H -0.7208 -0.9734 2.1122 0.070
C -8.2294 -9.2354 -2.5722 -0.489
H -7.4511 -0.3150 -6.9436 0.123
C -6.4992 -0.3063 -5.0123 -0.489
O 2.7294 -3.9125 2.0598 0.114
C -5.8433 -6.5353 -0.9739 -0.148
H -2.5308 5.4306 0.3762 0.116
H -9.6637 -7.7396 -4.5134 0.119
C -2.1275 4.5317 0.8382 -0.137
C 5.6337 2.6392 -0.6291 -0.411
C 3.7506 0.0979 -0.4618 -0.520
H 5.0655 -0.0560 2.4754 0.094
H 3.1636 10.2270 1.1822 0.115
C -6.1463 1.4205 -6.6064 -0.151
H -3.8982 -0.6641 -2.5892 0.136
C 7.8369 0.9690 -1.5183 -0.673
H 0.1886 -4.5068 3.2561 0.133
C -7.1916 0.3968 -6.1655 -0.073
O 4.4021 8.1427 3.4160 0.028
O -4.4456 1.9582 -1.5484 0.106
O 6.4069 3.4001 -1.1373 0.164
O 1.0448 -3.3889 0.6896 0.008
C 3.5319 9.2688 1.5421 -0.149
H 1.9067 0.7744 3.6396 0.123
O -3.4042 -4.2009 0.0815 0.094
H 2.1595 4.3199 2.2804 0.071
H -2.5120 -1.0968 -0.0324 0.122
O 4.2778 2.8837 -0.6696 0.046
H 5.7506 -2.7455 0.0527 0.087
H -0.9284 -2.9124 1.0631 0.102
C 4.1757 0.4432 2.1053 -0.083
H 4.6580 -1.5563 -1.4881 0.099
C -2.5080 2.8421 2.4643 -0.471
C -3.5333 -0.8258 0.2448 -0.137
H 0.9133 3.0811 2.1553 0.086
H -4.0846 4.0337 1.6800 0.137
H 0.9846 -5.9475 2.5753 0.123
C 7.8259 0.9834 -3.0526 -0.124
C 5.2346 3.3422 2.7713 0.066
H 6.7838 -0.5294 -0.4383 0.077
C 2.4522 8.3584 2.1255 -0.074
C 0.5512 -4.9791 2.3417 -0.062
C -1.3630 4.8025 2.1279 -0.157
H 4.5212 -2.6099 1.2716 0.054
C -10.1049 -8.4130 -3.7778 -0.151
H -1.5329 -5.2062 1.6308 0.103
H 4.7924 2.7184 3.5366 0.072
H -1.4653 4.0505 0.1160 0.115
H -6.5612 2.3235 -7.0488 0.115
O 2.8855 6.5165 3.6636 0.118
H -8.7173 -9.9306 -4.5490 0.126
N 2.4434 2.7808 0.7771 -0.041
H 6.9623 -0.3259 3.8695 0.096
H 3.3215 -1.2012 3.2061 0.129
H 2.7702 5.4318 0.7538 0.049
H 3.0416 5.3074 -0.9720 0.100
H 5.8847 0.1291 -1.7597 0.106
H -1.8172 5.5953 2.7271 0.126
H 2.8174 -1.2260 1.5502 0.057
C 4.4964 9.3955 2.7155 -0.152
H -4.4616 -5.3199 -2.1717 0.126
H 8.7334 2.3037 1.1561 0.116
C -3.1876 3.5363 1.3069 -0.063
C -0.4665 -0.7074 3.1438 -0.096
O -6.7993 -1.3455 -4.4988 0.114
H 4.2138 10.1966 3.4018 0.126
H -10.0965 -6.7112 -2.3964 0.125
C 5.0873 -2.0302 0.5457 -0.076
C 3.8762 2.4741 0.6788 -0.322
H 2.0010 7.7136 1.3767 0.105
H 4.0156 1.2609 2.7977 0.078
H 3.2770 -2.0216 -0.5731 0.064
O -3.6928 0.5950 0.0496 0.009
O -5.4591 0.4392 -4.5825 0.005
Br 1.7708 0.1082 -0.6142 0.848
H 8.0670 1.9754 -1.1983 0.067
C 2.3043 5.1392 -0.1836 0.006
C 5.8587 1.3461 0.1538 -0.095
H 7.2020 0.1917 -3.4613 0.079
H 5.5281 9.5443 2.4079 0.124
C 4.3784 0.9688 0.6552 -0.209
H 4.8118 4.4093 1.0564 0.134
H -0.6218 -3.7187 -0.4847 0.125
H -5.3734 -7.4797 0.9390 0.129
Br 9.3871 -0.1167 -0.9310 0.719
H -6.8311 -6.4751 0.9808 0.125
O 1.2880 3.2717 -1.1734 0.090
H 8.6478 0.1274 3.5258 0.096
O 0.9080 -0.9735 3.3610 -0.187
H -0.2907 -5.8515 0.5582 0.119
O 7.8181 2.5019 1.3911 0.159
H -9.7883 -10.5147 -3.2532 0.132
H -11.1291 -8.6176 -4.0813 0.115
B 7.0410 1.3618 1.2343 -0.698
H -5.5301 -1.5106 -0.1568 0.126
O -7.1894 -9.7523 -2.2899 0.121
H -6.6264 -5.8617 -1.3243 0.120
H 1.6772 8.9239 2.6447 0.133
H -5.4736 0.9668 -7.3354 0.117
O 7.3149 0.2224 1.9337 0.009
H 7.5049 1.9722 -3.3810 0.083
C 3.0279 -0.5537 2.3757 -0.160
C -4.2165 -5.0742 -0.0483 -0.477
H -3.6842 -1.0537 1.2963 0.131
O -1.4360 3.5725 2.8753 0.007
H 1.4368 5.7552 -0.4082 0.087
O -2.8388 1.8245 2.9995 0.118
H -8.0973 0.8707 -5.7838 0.131
H 5.7285 -1.3323 1.0692 0.050
H -0.3156 5.0465 1.9622 0.102
H -3.4405 2.8215 0.5325 0.088
O -5.0416 -5.4418 0.9508 0.036
C -5.3975 1.6823 -5.3044 -0.141
C -9.2295 -9.6575 -3.6313 -0.071
C -4.5648 -1.4664 -0.6657 -0.141
C 3.2248 7.5356 3.1394 -0.490
H -0.7371 0.3262 3.3624 0.075
C 1.7152 0.0689 2.8195 -0.255
C 1.5925 -4.0686 1.7206 -0.479
H -3.6890 -6.6878 -1.3332 0.133
H -4.2972 -2.4678 -0.9688 0.084
H 4.0278 8.7657 0.7108 0.118
H 6.1349 3.8860 3.0316 0.084
C -0.5249 -5.0467 1.2577 -0.151
C -4.6428 -0.4652 -1.8182 -0.068
C 1.9679 3.6670 -0.2650 -0.466
H 7.3724 1.3726 3.6876 0.088
H -6.0133 -7.5100 -1.4247 0.098
O -8.6926 -8.1454 -1.9150 0.009
C -10.0055 -7.7943 -2.3883 -0.149
C -5.8398 -6.5741 0.5470 -0.138
H 2.4340 2.6998 2.8972 0.076
H 8.8333 0.8387 -3.4388 0.051
H -5.6261 -0.4105 -2.2672 0.104
C -4.2862 0.8404 -1.1389 -0.472
C -0.3567 -3.6994 0.5692 -0.156
```